Computed, not measured: the molecule C2H2N4O at a distorted geometry, with ωB97M-V with the def2-TZVPD basis set.

Last column: Löwdin charge in e.
CARTESIAN COORDINATES (ANGSTROEM)
O: -2.159 1.500 0.182  0.03
N: -0.012 -0.973 1.081  -0.05
N: -1.399 0.640 -0.131  -0.22
N: -1.191 -0.924 1.130  0.23
N: -0.390 0.660 -0.894  0.08
C: 1.029 -0.540 0.367  -0.15
C: 0.715 0.068 -0.849  -0.16
H: 1.383 0.099 -1.749  0.13
H: 2.023 -0.531 0.862  0.11

Computed properties:
M (g/mol): 98.06
DFT total energy (eV): -10108.193
HOMO-LUMO gap (spin up / spin down) (eV): 8.30 / 8.30
Strongest force on any atom (eV/A): 5.337
Spin multiplicity: 1

---

Computed, not measured: a cluster of 9 separate species, C36H52N2O14 in total at a distorted geometry, with ωB97M-V with the def2-TZVPD basis set.

Last column: Löwdin charge in e.
CARTESIAN COORDINATES (ANGSTROEM)
O: -1.614 0.029 4.245  -0.06
O: -0.240 1.497 5.330  0.09
O: -3.733 5.355 -0.096  0.07
O: -2.321 6.517 2.336  0.07
O: -0.285 -3.604 -5.898  0.00
O: 2.582 -6.102 1.317  0.02
O: -2.907 3.629 -1.213  0.04
O: 3.193 2.282 1.488  0.06
O: -1.805 -3.550 -4.158  0.09
O: 2.774 3.460 -0.307  0.05
O: -1.161 1.442 -5.080  0.10
O: -0.962 5.519 3.753  0.03
O: 1.003 -6.293 -0.372  0.07
O: 0.621 1.844 -3.949  0.04
N: -3.997 -4.266 3.092  0.03
N: -1.019 -0.018 1.425  0.06
C: -0.928 3.369 2.972  -0.16
C: -1.563 5.562 2.589  -0.48
C: -1.265 0.767 0.333  -0.13
C: 3.437 0.098 0.624  -0.16
C: -1.879 -1.563 5.905  -0.14
C: -3.141 4.915 -1.107  -0.47
C: -0.323 4.273 4.059  -0.13
C: 0.335 -1.325 -6.011  -0.16
C: -0.932 -3.022 -4.851  -0.41
C: -0.063 -0.923 -0.390  -0.15
C: 3.576 -5.168 1.487  -0.29
C: 0.724 -2.799 -6.435  -0.17
C: 1.925 -5.657 0.155  -0.38
C: -1.699 3.399 -1.932  -0.16
C: -2.100 -1.314 4.371  -0.15
C: 3.810 -4.357 0.272  -0.26
C: 3.363 1.065 -0.530  -0.12
C: 3.119 2.398 0.223  -0.51
C: 2.202 2.432 -5.562  -0.17
C: 2.564 -4.390 -0.474  -0.11
C: 3.728 1.043 1.839  -0.21
C: -0.488 -1.552 -4.780  -0.10
C: 0.823 2.423 -6.153  -0.08
C: -1.340 4.279 1.890  -0.10
C: -3.381 -6.117 4.230  -0.13
C: -2.346 5.698 -2.150  -0.06
C: -0.064 1.914 -5.005  -0.57
C: -0.639 0.241 -0.742  -0.14
C: -0.349 -1.147 0.924  -0.13
C: -4.458 -5.255 3.937  -0.14
C: -0.605 -0.765 6.262  -0.09
C: -0.749 0.381 5.301  -0.41
C: 1.937 2.375 -3.998  -0.09
C: -2.196 -5.647 3.647  -0.11
C: -1.196 4.738 -2.400  -0.15
C: -2.610 -4.526 3.000  -0.17
H: 4.785 1.201 2.053  0.11
H: -0.692 4.408 1.023  0.14
H: 4.583 -4.855 -0.313  0.11
H: 4.147 -3.338 0.460  0.10
H: -0.678 3.968 5.044  0.11
H: -1.261 0.095 2.400  0.09
H: 1.968 3.355 -3.521  0.12
H: -0.995 2.857 -1.300  0.10
H: -2.695 -1.288 6.573  0.11
H: 2.610 -4.444 -1.562  0.12
H: -1.225 -6.108 3.751  0.10
H: -0.946 4.790 -3.460  0.11
H: 0.427 -1.615 -1.059  0.09
H: -1.877 2.700 -2.749  0.12
H: -3.117 5.713 -2.920  0.13
H: 4.301 1.220 -1.063  0.10
H: 2.509 0.721 -1.114  0.10
H: 1.269 -0.775 -5.898  0.10
H: -2.145 6.742 -1.911  0.13
H: 4.154 -0.716 0.514  0.09
H: -1.355 -0.893 -4.828  0.11
H: 0.298 -1.271 5.921  0.11
H: 0.056 -1.278 -3.877  0.12
H: -0.267 4.967 -1.877  0.12
H: 2.409 -0.231 0.775  0.09
H: 3.325 -4.570 2.363  0.09
H: 1.908 -3.575 -0.170  0.11
H: 0.550 3.477 -6.205  0.12
H: -1.762 -2.633 6.075  0.11
H: 0.651 -2.805 -7.522  0.12
H: -0.448 0.782 -1.657  0.08
H: -3.181 -1.433 4.301  0.12
H: 2.696 1.547 -5.963  0.09
H: -1.526 -1.956 3.702  0.10
H: 2.868 3.240 -5.864  0.11
H: -4.559 -3.521 2.707  0.14
H: -1.798 2.923 3.455  0.12
H: 2.647 1.767 -3.438  0.11
H: 1.618 -3.275 -6.033  0.12
H: -0.034 -1.957 1.566  0.08
H: 3.428 0.761 2.848  0.10
H: -0.180 2.590 2.822  0.11
H: -0.557 -0.261 7.227  0.13
H: -2.019 -3.911 2.337  0.09
H: -3.445 -7.072 4.729  0.08
H: -0.337 -0.800 -6.690  0.11
H: 0.812 1.930 -7.125  0.12
H: -5.504 -5.169 4.191  0.09
H: 4.444 -5.788 1.708  0.12
H: 0.749 4.442 4.155  0.13
H: -1.707 1.696 0.662  0.10
H: -2.259 4.061 1.346  0.11

Computed properties:
M (g/mol): 736.81
DFT total energy (eV): -69817.045
HOMO-LUMO gap (spin up / spin down) (eV): 1.77 / 8.21
Net charge: -1
Strongest force on any atom (eV/A): 5.628
Spin multiplicity: 2
<S²>: 0.75